Record 1
{"formula": "C51H55AsN10Sc", "method": "ωB97M-V with the def2-TZVPD basis set", "symbols": ["H", "C", "H", "H", "H", "C", "Sc", "H", "C", "H", "C", "H", "C", "C", "N", "H", "H", "H", "C", "C", "C", "H", "H", "C", "C", "C", "H", "As", "H", "H", "H", "C", "H", "C", "H", "C", "C", "C", "H", "H", "H", "H", "H", "H", "N", "H", "C", "N", "H", "H", "H", "H", "H", "C", "H", "C", "C", "H", "H", "C", "H", "C", "C", "H", "C", "C", "H", "C", "H", "C", "H", "C", "H", "C", "C", "H", "C", "C", "H", "H", "C", "H", "H", "C", "N", "N", "C", "H", "C", "C", "C", "N", "H", "C", "N", "N", "C", "H", "C", "C", "C", "H", "C", "C", "C", "C", "H", "H", "H", "N", "H", "C", "H", "H", "N", "H", "C", "C"], "xyz": [[-2.71, -0.67, -1.85], [-0.37, 2.58, 6.92], [-4.94, 1.68, 1.51], [-0.99, 1.85, 7.44], [-4.72, -6.70, -3.46], [-3.90, -5.14, 1.05], [-0.22, -0.06, 0.00], [-3.80, -4.45, 1.88], [0.05, -5.19, 1.34], [1.50, -1.77, 0.38], [0.52, 3.15, -1.15], [-0.91, 3.53, 6.90], [-4.07, -5.28, -1.38], [-2.79, -2.39, 3.76], [-1.09, -1.75, 0.65], [4.87, -1.45, 2.53], [-0.84, -4.88, -3.78], [-3.15, -5.92, 1.13], [2.26, -1.10, -2.17], [-3.73, -2.58, -1.79], [1.93, -3.84, 0.77], [2.48, -1.06, 3.01], [-0.38, -6.14, 1.63], [-5.53, -2.76, 3.95], [-0.78, 1.34, 3.34], [2.08, 0.14, -3.94], [-0.49, 3.38, -1.43], [-2.94, -1.67, 0.80], [2.59, 1.45, 3.55], [-4.16, -3.01, -3.84], [-6.60, -2.87, 4.03], [0.55, 1.10, 2.94], [-5.75, -2.96, 0.79], [-3.69, -1.10, -2.07], [2.06, -5.93, 1.23], [4.19, 0.79, 0.10], [2.20, 0.36, 1.44], [4.31, -0.75, 1.93], [-4.91, -4.27, 6.73], [-0.78, -3.06, 3.49], [6.61, -0.99, -0.10], [-2.77, -2.79, 5.85], [2.32, 0.55, -4.91], [-4.88, -5.60, 1.14], [-0.76, -2.03, -2.39], [0.34, 1.21, -3.13], [1.41, -5.08, 1.11], [-1.71, 1.36, 1.10], [-1.29, -3.05, -5.47], [-5.27, -5.32, -4.42], [-0.98, -1.83, 4.74], [-6.93, -2.22, 1.89], [-1.83, -4.19, 1.46], [-0.79, -4.10, 1.21], [-2.06, 2.03, 4.92], [-3.89, 1.54, 1.60], [-4.75, -2.94, 5.08], [-5.12, -2.58, 7.16], [-3.53, 1.19, 3.75], [-1.09, -2.88, -4.43], [4.20, -1.05, -4.89], [1.27, 1.97, 5.11], [-0.30, -2.85, 0.82], [3.72, -2.58, -4.12], [4.94, -0.07, 0.89], [3.95, -1.52, -3.95], [-0.43, -3.90, -1.46], [-1.31, -2.14, 3.75], [-1.21, -0.73, -4.03], [-5.34, -3.33, 6.40], [2.08, 2.27, 5.77], [2.68, 3.19, -0.77], [-3.58, -5.80, -4.46], [-4.16, -4.80, -2.67], [1.09, -2.75, 0.61], [-4.25, -6.33, -1.19], [-4.97, -2.43, 2.73], [-1.05, 1.83, 4.62], [-5.68, -1.23, 1.10], [-4.43, -0.60, -1.44], [-4.45, -5.71, -3.82], [2.99, -3.71, 0.64], [6.84, 0.71, 0.32], [1.11, 0.47, -3.05], [2.81, -0.86, -3.38], [0.86, 0.59, 1.71], [-0.05, 2.11, 5.54], [0.54, 2.73, 7.50], [2.84, 1.02, 0.37], [1.56, 1.50, 3.86], [1.66, 3.94, -1.30], [-0.83, -3.89, -3.56], [1.73, 4.92, -1.73], [-3.57, -2.30, 2.60], [0.82, 1.99, -0.57], [-1.86, 1.23, 2.43], [2.97, -0.54, 2.19], [-3.06, 1.73, -0.47], [6.41, -0.23, 0.66], [-1.04, -1.74, -3.70], [-3.55, -3.09, -0.49], [4.80, -1.46, -3.27], [-5.89, -2.20, 1.56], [-3.39, -2.72, 4.97], [-2.93, 1.56, 0.59], [-3.17, 1.31, 2.75], [2.65, -1.85, -1.51], [4.67, 1.30, -0.72], [-1.03, -1.37, 3.04], [2.15, 2.03, -0.34], [-6.42, -3.44, 6.33], [-0.65, -3.34, -2.35], [3.72, 3.42, -0.65], [6.91, -0.54, 1.57], [1.23, -0.32, -1.93], [-3.94, -0.90, -3.11], [-4.02, -3.42, -2.85], [-3.80, -4.46, -0.29]], "e_above_lowest_kj_mol": 105.16, "total_charge": 1, "e_lumo_ev": -2.0, "e_homo_ev": -9.1435, "orbital_gap_ev": 7.136}

=====

Record 2
{"formula": "C17H17AuN2O8", "method": "ωB97M-V with the def2-TZVPD basis set", "symbols": ["H", "H", "H", "C", "C", "C", "N", "C", "H", "C", "H", "N", "C", "H", "H", "C", "C", "C", "C", "O", "H", "H", "O", "H", "C", "C", "C", "O", "O", "O", "H", "Au", "H", "O", "C", "C", "H", "H", "C", "H", "H", "O", "C", "O", "H"], "xyz": [[1.44, 1.26, 3.82], [-0.26, -4.08, -3.78], [5.14, 0.15, -1.19], [2.01, 1.39, 1.78], [1.19, 1.86, 2.94], [2.83, 0.58, -0.07], [3.35, 1.48, 1.83], [-0.42, -2.82, -1.45], [1.43, 2.90, 3.15], [-1.15, -0.91, -2.96], [-3.61, 0.55, 0.97], [1.66, 0.85, 0.62], [5.38, 0.98, 0.54], [3.91, 1.85, 2.58], [-1.25, 1.11, -6.55], [-0.88, -2.62, -5.18], [0.30, -4.14, -1.38], [2.79, -0.07, -1.42], [-1.44, -0.46, -4.26], [3.85, -0.28, -2.01], [0.14, 1.77, 2.73], [-1.73, 0.57, -4.37], [-0.71, -2.26, -0.39], [0.41, -4.41, -0.33], [-0.74, -2.25, -2.77], [-2.01, 0.39, -6.85], [-0.60, -3.06, -3.91], [-1.43, 1.68, 1.40], [1.63, -0.37, -1.84], [6.03, 1.43, 1.45], [-0.78, -3.26, -6.04], [0.02, 0.35, -0.61], [-3.25, 0.66, -0.79], [5.87, 0.48, -0.57], [-1.59, 0.91, 0.51], [-2.91, 0.28, 0.17], [-2.94, 0.60, -6.32], [-2.18, 0.47, -7.92], [3.89, 0.97, 0.68], [-2.79, -0.79, 0.08], [1.29, -4.05, -1.84], [-1.58, -0.94, -6.63], [-1.32, -1.30, -5.35], [-1.35, 0.01, -2.01], [-0.23, -4.93, -1.90]], "e_above_lowest_kj_mol": 0.00, "e_lumo_ev": -0.6, "e_homo_ev": -8.3289, "orbital_gap_ev": 7.721}

=====

Record 3
{"formula": "C31H30NO", "method": "ωB97M-V with the def2-TZVPD basis set", "symbols": ["H", "H", "C", "C", "H", "H", "H", "H", "C", "C", "C", "C", "H", "H", "H", "H", "C", "C", "H", "C", "C", "C", "C", "C", "H", "H", "H", "C", "H", "H", "H", "C", "H", "C", "H", "C", "C", "C", "C", "C", "H", "C", "H", "C", "C", "H", "N", "H", "H", "C", "C", "C", "C", "H", "H", "H", "H", "C", "O", "C", "H", "C", "H"], "xyz": [[3.98, 0.47, -1.80], [-1.90, -2.04, 0.46], [-2.64, 1.56, -2.17], [0.24, -0.13, -2.44], [-3.71, 1.23, -4.01], [-3.51, -1.57, 4.80], [0.56, -5.78, 1.67], [-2.05, 0.03, 5.65], [2.23, 1.11, -2.87], [0.88, 0.87, -3.16], [-2.99, -1.17, -1.71], [-2.49, -1.75, 4.45], [-0.50, 0.58, 1.25], [3.88, 5.15, -0.16], [-0.35, -2.46, -1.20], [-0.75, -0.43, -2.77], [-1.08, -0.34, 1.38], [-3.31, 0.77, -3.10], [-2.17, -2.73, 4.82], [0.81, -0.73, -1.31], [-2.17, -0.41, -0.86], [1.69, 4.30, -3.27], [0.23, -3.85, 0.77], [2.09, -4.31, 2.23], [-0.69, -1.10, 5.48], [-4.16, -1.19, -3.51], [1.98, -1.00, 1.41], [2.22, 5.76, -1.41], [-1.58, 1.58, -0.27], [-3.43, -1.48, 2.51], [-0.68, -4.16, 0.25], [-1.32, -1.17, 0.15], [-2.15, -2.70, 2.50], [-1.54, -0.65, 4.96], [0.07, 0.23, 3.74], [0.70, -2.54, 0.60], [-2.10, 0.97, -1.01], [0.93, -4.75, 1.58], [3.52, 3.74, -1.75], [-2.44, -1.73, 2.92], [1.10, 4.03, -4.15], [1.44, 5.46, -2.54], [2.77, -1.23, -0.50], [1.74, -2.07, 1.40], [-0.04, -1.70, -0.46], [0.64, 6.13, -2.86], [-1.47, -0.66, 2.58], [-3.17, -2.23, -1.47], [4.31, 3.05, -1.47], [-3.55, -0.58, -2.84], [2.20, -0.60, -1.18], [-1.03, 0.12, 3.75], [2.51, -2.98, 2.15], [-1.47, 1.12, 3.70], [3.42, -2.64, 2.64], [-2.51, 2.63, -2.32], [2.01, 6.67, -0.84], [2.70, 3.44, -2.84], [2.86, 2.20, -3.48], [2.91, 0.33, -1.94], [0.35, 1.44, -3.92], [3.26, 4.91, -1.02], [2.68, -5.03, 2.81]], "e_above_lowest_kj_mol": 0.00, "total_charge": 1, "e_lumo_ev": -3.8, "e_homo_ev": -11.0357, "smiles": "C([C@@H](c1ccccc1)[C@H](c1ccccc1)c1ccc(Oc2ccccc2)cc1)=[N+]1CCCC1", "orbital_gap_ev": 7.190}